1.
Here is 2 unconnected molecules or ions with the total composition C2H9N2O at a distorted geometry from the Open Molecules 2025 dataset. Energies are from the ωB97M-V functional and the def2-TZVPD basis.

Summary:
Total charge: +1
Energy relative to the best compared isomer or geometry (same formula, charge and spin) in eV: 3.433
Highest occupied orbital energy in eV: -13.982
E_tot in hartree: -266.025533
Kohn-Sham gap in eV: 10.284

XYZ file:
```
14
C2H9N2O (the ωB97M-V functional and the def2-TZVPD basis)
C -0.29 -0.19 0.36
C 0.68 -0.46 1.26
N 2.02 -0.34 1.17
N 0.18 -0.14 -1.02
H -1.46 -0.09 0.54
H 0.35 -1.31 1.92
H 2.33 -0.01 2.05
H 2.50 -1.25 1.20
H 1.14 0.26 -1.07
H 0.19 -1.15 -1.41
H -0.48 0.37 -1.50
H -2.34 1.46 -0.44
H -2.93 0.80 -1.76
O -2.13 1.03 -1.29
```

Want to see where the charge sits? The natural (NBO) charges in e are: number 1, C, carries -0.1083; number 2, C, carries 0.0244; number 3, N, carries -0.8720; number 4, N, carries -0.7131; number 5, H, carries 0.2664; number 6, H, carries 0.2020; number 7, H, carries 0.4026; number 8, H, carries 0.3953; number 9, H, carries 0.4618; number 10, H, carries 0.4455; number 11, H, carries 0.4627; number 12, H, carries 0.5020; number 13, H, carries 0.5118; number 14, O, carries -0.9810


2.
Here is 2 unconnected molecules or ions with the total composition C2H9N2O3 at a distorted geometry from the Open Molecules 2025 dataset. Energies are from the ωB97M-V functional and the def2-TZVPD basis.

Summary:
Total charge: +1
Energy relative to the best compared isomer or geometry (same formula, charge and spin) in eV: 0.040
Highest occupied orbital energy in eV: -14.600
E_tot in hartree: -416.597832
Kohn-Sham gap in eV: 11.129

XYZ file:
```
16
C2H9N2O3 (the ωB97M-V functional and the def2-TZVPD basis)
C 1.45 -0.09 -1.39
C -0.96 -0.14 1.44
N -1.68 -0.07 2.58
N 0.52 1.11 -1.43
O 0.68 -1.22 -1.15
O -1.22 0.54 0.47
O 0.00 -1.19 1.51
H 1.85 -0.13 -2.46
H -1.40 -0.56 3.43
H -2.48 0.57 2.59
H -0.21 0.82 -0.64
H 1.11 2.01 -1.08
H 0.07 1.28 -2.30
H 0.02 -1.24 -1.88
H 2.09 0.17 -0.52
H 0.14 -1.86 0.82
```

Want to see where the charge sits? The natural (NBO) charges in e are: number 1, C, carries 0.0915; number 2, C, carries 0.9295; number 3, N, carries -0.7967; number 4, N, carries -0.7692; number 5, O, carries -0.6919; number 6, O, carries -0.6753; number 7, O, carries -0.7536; number 8, H, carries 0.2003; number 9, H, carries 0.4336; number 10, H, carries 0.4277; number 11, H, carries 0.4775; number 12, H, carries 0.4518; number 13, H, carries 0.4276; number 14, H, carries 0.4860; number 15, H, carries 0.2200; number 16, H, carries 0.5412


3.
Here is 2 unconnected molecules or ions with the total composition C2H9N2S2 at a distorted geometry from the Open Molecules 2025 dataset. Energies are from the ωB97M-V functional and the def2-TZVPD basis.

Summary:
Total charge: +1
Energy relative to the best compared isomer or geometry (same formula, charge and spin) in eV: 2.577
Highest occupied orbital energy in eV: -12.323
E_tot in hartree: -987.166598
Kohn-Sham gap in eV: 8.029

XYZ file:
```
15
C2H9N2S2 (the ωB97M-V functional and the def2-TZVPD basis)
C -2.41 2.19 -0.08
S -0.56 1.76 0.12
S 0.81 0.38 0.99
H -2.54 2.64 -1.06
H -2.73 2.87 0.72
H -2.92 1.22 -0.11
H 0.78 0.97 2.19
N 0.00 -2.38 0.10
C 0.68 -2.45 -1.02
N 1.54 -1.58 -1.52
H -0.55 -1.76 0.69
H -0.13 -3.27 0.56
H 0.45 -3.33 -1.59
H 2.10 -1.77 -2.35
H 1.86 -0.84 -0.86
```

Want to see where the charge sits? The natural (NBO) charges in e are: number 1, C, carries -0.6566; number 2, S, carries -0.0368; number 3, S, carries -0.1829; number 4, H, carries 0.2536; number 5, H, carries 0.2385; number 6, H, carries 0.2248; number 7, H, carries 0.1811; number 8, N, carries -0.7692; number 9, C, carries 0.4270; number 10, N, carries -0.6859; number 11, H, carries 0.4718; number 12, H, carries 0.4238; number 13, H, carries 0.2202; number 14, H, carries 0.4496; number 15, H, carries 0.4411


> Which value of highest occupied orbital energy does entry 3 give?

-12.323 eV


Repeat the third record exactly.
Here is 2 unconnected molecules or ions with the total composition C2H9N2S2 at a distorted geometry from the Open Molecules 2025 dataset. Energies are from the ωB97M-V functional and the def2-TZVPD basis.

Summary:
Total charge: +1
Energy relative to the best compared isomer or geometry (same formula, charge and spin) in eV: 2.577
Highest occupied orbital energy in eV: -12.323
E_tot in hartree: -987.166598
Kohn-Sham gap in eV: 8.029

XYZ file:
```
15
C2H9N2S2 (the ωB97M-V functional and the def2-TZVPD basis)
C -2.41 2.19 -0.08
S -0.56 1.76 0.12
S 0.81 0.38 0.99
H -2.54 2.64 -1.06
H -2.73 2.87 0.72
H -2.92 1.22 -0.11
H 0.78 0.97 2.19
N 0.00 -2.38 0.10
C 0.68 -2.45 -1.02
N 1.54 -1.58 -1.52
H -0.55 -1.76 0.69
H -0.13 -3.27 0.56
H 0.45 -3.33 -1.59
H 2.10 -1.77 -2.35
H 1.86 -0.84 -0.86
```

Want to see where the charge sits? The natural (NBO) charges in e are: number 1, C, carries -0.6566; number 2, S, carries -0.0368; number 3, S, carries -0.1829; number 4, H, carries 0.2536; number 5, H, carries 0.2385; number 6, H, carries 0.2248; number 7, H, carries 0.1811; number 8, N, carries -0.7692; number 9, C, carries 0.4270; number 10, N, carries -0.6859; number 11, H, carries 0.4718; number 12, H, carries 0.4238; number 13, H, carries 0.2202; number 14, H, carries 0.4496; number 15, H, carries 0.4411


> Which formula does entry 3 have?

C2H9N2S2